Below is a molecular structure, C14H28Cl14F4MgN2O8S4 in a non-equilibrium geometry, with properties calculated with the ωB97M-V functional and the def2-TZVPD basis.

The geometry in XYZ format:
```
75
Properties=species:S:1:pos:R:3:forces:R:3
Mg -1.76715 3.10091 0.09701 -1.980 0.923 -0.014
N -0.37953 1.92938 0.15402 2.869 -5.828 1.295
S 1.11015 1.83490 -0.27760 7.253 4.920 -4.687
O 1.41015 1.13988 -1.53709 -1.027 0.280 3.072
O 2.18506 1.93292 0.71893 -2.864 -0.443 -1.350
F 0.96240 3.34376 -0.85392 0.591 0.768 0.036
S -0.29566 0.24826 0.55233 -6.224 -5.289 2.519
O 0.42574 -0.15885 1.75602 0.720 1.144 -2.866
O -0.61332 -0.67575 -0.55854 1.717 2.774 2.880
F -1.69536 0.42160 1.31325 -0.772 -0.028 -0.541
N -5.56200 3.19306 -0.77963 2.971 -4.654 -0.574
S -4.62562 1.75874 -0.68540 -4.207 -1.028 2.989
O -3.20052 2.01231 -0.57378 1.581 0.744 -0.253
O -5.05739 0.51875 -1.32535 1.356 2.758 1.245
F -4.99032 1.59546 0.85724 0.696 -0.503 -0.319
S -5.94810 2.86537 -2.29583 -2.354 3.597 -4.474
O -7.23901 2.29586 -2.54565 1.158 -0.588 0.639
O -4.85467 2.63746 -3.23595 -0.701 -0.575 1.705
F -6.23537 4.39365 -2.54149 -0.360 0.955 -0.560
Cl -2.34023 0.10552 -2.87503 -0.189 0.132 0.743
C -1.79660 -1.02707 -4.09154 0.018 -0.040 -1.792
C -2.27467 -2.48974 -3.87363 0.791 1.509 -0.359
Cl -1.81196 -3.47186 -5.32060 -0.147 0.318 0.606
H -0.73099 -0.89341 -4.27784 0.182 -0.544 0.716
H -2.19024 -0.56812 -4.99847 -0.444 -0.623 -0.191
H -3.36109 -2.48696 -3.78548 0.210 -0.274 0.157
H -1.73232 -2.84856 -2.99887 -0.363 -0.445 -0.091
Cl -0.01514 4.60977 2.02606 -0.427 0.247 0.022
C 1.01808 4.24882 3.47912 0.685 -1.163 -0.160
C 1.01261 2.75485 3.85764 -0.706 0.542 0.170
Cl -0.55252 2.30172 4.62592 0.129 0.091 -0.123
H 0.73833 4.91428 4.29583 -0.313 -0.186 -0.223
H 2.01164 4.51910 3.12154 -0.032 -0.033 0.061
H 1.78280 2.57037 4.60656 0.045 0.106 -0.110
H 1.12331 2.06403 3.02181 0.252 0.368 -0.064
Cl 3.05857 -1.51849 5.80454 1.140 0.152 0.575
C 1.49896 -1.23072 5.08077 -0.088 -0.408 -0.906
C 1.16579 -2.44775 4.17698 -1.151 0.955 1.029
Cl 2.38090 -2.75721 2.94449 0.309 -0.026 -0.193
H 1.53964 -0.32430 4.47674 0.086 -0.032 -0.014
H 0.84080 -1.04339 5.92920 -0.471 -0.421 -0.430
H 0.23945 -2.22845 3.64602 -0.006 -0.111 0.045
H 1.02782 -3.32895 4.80351 0.167 -0.045 -0.226
Cl -0.32052 -5.84131 -0.25323 0.261 0.088 -0.099
C 1.22843 -4.93678 0.00230 -0.382 -0.092 0.274
C 1.16626 -3.55422 -0.65784 -0.369 -1.261 1.222
Cl 1.28964 -3.75288 -2.39892 0.151 0.407 -0.439
H 2.02408 -5.58733 -0.36078 -0.060 0.258 -0.183
H 1.31903 -4.86637 1.08624 0.014 0.259 -0.090
H 1.94635 -2.94255 -0.20464 0.120 0.183 -0.527
H 0.18817 -3.13987 -0.41339 0.172 0.232 -0.135
Cl 6.01630 0.06825 3.48570 0.355 0.205 0.345
C 4.81805 0.14570 2.19384 0.725 -0.810 -1.377
C 5.18543 -0.93728 1.12479 -1.294 -0.307 0.736
Cl 4.08890 -0.70424 -0.25557 -0.221 0.239 -0.603
H 4.86654 1.08691 1.64624 -0.007 0.210 0.510
H 3.84724 0.00900 2.67022 0.016 -0.211 -0.463
H 4.90007 -1.94132 1.43877 0.423 0.122 0.477
H 6.20664 -0.96013 0.74438 -0.086 0.470 0.370
Cl 3.54616 5.36227 -5.96542 -0.124 -0.827 -0.104
C 3.49606 3.61974 -5.41036 0.032 0.587 0.162
C 2.32631 3.40838 -4.45269 0.706 0.971 -0.157
Cl 0.77545 3.69968 -5.30895 0.154 -0.592 0.257
H 4.47602 3.52292 -4.94303 -0.286 -0.322 0.313
H 3.44481 2.91325 -6.23882 -0.076 0.449 -0.239
H 2.34969 4.18817 -3.69145 0.100 -0.207 0.087
H 2.42321 2.43451 -3.97282 -0.529 -0.102 -0.243
Cl -4.93908 -1.70830 1.64676 0.735 -0.312 -0.308
C -3.67805 -2.53444 0.62695 -0.904 -0.651 -0.602
C -3.24533 -3.87853 1.20408 0.225 1.551 1.121
Cl -1.93364 -3.50482 2.44373 -0.340 -0.618 -0.561
H -2.89926 -1.81256 0.38106 0.026 -0.269 0.268
H -4.18275 -2.82696 -0.29383 -0.205 0.484 -0.146
H -2.90365 -4.57406 0.43752 0.325 0.156 0.276
H -4.08897 -4.26595 1.77529 0.243 -0.284 -0.128
```
Forces are in eV/Å.

Computed properties:
highest occupied orbital energy = -10.5 eV
charge = 0
maximum force = 9.9 eV Å⁻¹
Kohn-Sham gap = 6.905 eV
LUMO = -3.56 eV

Below is 10 unconnected molecules or ions with the total composition C14H28Cl18F4O2P2S, with properties calculated with the ωB97M-V functional and the def2-TZVPD basis.

The geometry in XYZ format:
```
69
Properties=species:S:1:pos:R:3:forces:R:3
C 6.08314 1.24290 -2.49216 -0.048 -0.248 -0.430
C 5.71486 0.97802 -3.74253 0.158 0.267 0.369
C 4.51196 1.52966 -4.47151 -0.181 -0.721 0.294
P 3.75613 3.02438 -3.71988 -0.236 0.016 -0.164
C 5.15197 4.26026 -4.36368 0.073 0.256 0.071
F 6.17316 3.68121 -5.06326 -0.088 -0.003 0.051
F 4.53194 5.13346 -5.23578 0.145 -0.120 0.038
C 5.80662 5.14949 -3.30083 0.126 -0.063 -0.349
F 4.85072 5.93897 -2.74451 0.177 0.002 -0.042
F 6.34910 4.39537 -2.31230 -0.075 -0.011 -0.095
P 1.97112 1.85805 -2.87871 -0.252 -0.325 0.644
O 0.99664 3.00028 -2.21029 0.320 0.051 -0.497
O 1.03369 1.36200 -4.10408 0.125 0.309 -0.014
S 2.41581 0.44607 -1.65286 0.023 0.035 -0.192
H 7.00242 0.81375 -2.10907 -0.184 -0.063 0.090
H 5.49542 1.84265 -1.80536 0.110 0.108 -0.123
H 6.29940 0.26264 -4.31528 0.037 0.225 -0.086
H 4.74782 1.72035 -5.52038 0.060 0.243 0.115
H 3.73819 0.75019 -4.46354 0.009 0.139 -0.053
H 3.98228 3.46663 -2.39497 0.086 -0.063 -0.021
H 2.84357 3.79292 -4.48996 0.098 0.039 -0.034
H 6.59486 5.75697 -3.75765 -0.097 0.115 0.168
H 1.52293 3.74670 -1.88696 -0.260 0.073 0.135
H 0.70612 2.12493 -4.60563 -0.173 -0.182 0.016
Cl 1.04442 -1.46916 1.10590 0.012 -0.094 0.016
C 0.33752 -0.09705 1.96008 -0.039 0.020 -0.011
Cl 1.54226 1.13293 2.37123 -0.010 0.003 0.021
H -0.41078 0.35153 1.31918 0.039 0.020 -0.042
H -0.10903 -0.45986 2.87863 0.028 -0.012 0.009
Cl -3.04048 -0.97585 1.20686 0.176 0.008 -0.047
C -3.19711 -1.90458 2.69766 -0.073 0.027 0.006
Cl -1.96246 -3.16250 2.85321 -0.009 0.041 0.021
H -3.10194 -1.23126 3.54124 0.007 0.005 -0.005
H -4.16678 -2.38279 2.69115 0.002 -0.050 -0.024
Cl -6.36682 -0.61071 2.09719 -0.165 -0.010 0.138
C -6.66550 0.59784 0.83851 0.014 0.089 -0.062
Cl -6.59109 -0.09641 -0.77985 -0.045 -0.042 0.005
H -7.65711 1.00493 0.99340 -0.011 -0.032 0.009
H -5.91036 1.37181 0.91814 0.057 -0.063 -0.003
Cl 2.26627 6.01176 -1.20799 0.007 -0.046 0.213
C 1.67623 7.59993 -1.72009 -0.080 0.074 -0.134
Cl -0.08020 7.72998 -1.60844 0.021 0.000 -0.008
H 2.12201 8.34537 -1.07335 0.000 -0.043 0.050
H 1.97065 7.75353 -2.75120 -0.008 -0.036 -0.007
Cl -3.42893 1.21049 -1.30471 0.010 0.070 -0.039
C -2.38246 2.45476 -2.00312 0.094 0.015 0.070
Cl -2.57822 2.56724 -3.75789 0.042 0.025 -0.031
H -2.65179 3.41064 -1.57051 -0.031 -0.005 -0.017
H -1.35033 2.20821 -1.78585 0.012 -0.033 -0.047
Cl -3.83135 -6.55464 5.24121 0.011 -0.001 0.011
C -4.20461 -5.01970 6.02718 0.110 -0.043 0.006
Cl -4.90185 -3.85086 4.89670 -0.081 0.027 -0.017
H -4.92287 -5.20067 6.81626 -0.061 0.008 -0.030
H -3.28707 -4.60082 6.42250 0.014 0.005 -0.043
Cl 1.54334 -6.03799 3.59688 -0.010 0.005 0.004
C 1.28237 -4.80804 2.35245 -0.020 0.010 0.060
Cl 1.45834 -5.46733 0.72101 0.023 0.061 -0.052
H 0.27650 -4.42200 2.45553 0.047 -0.037 -0.040
H 2.01194 -4.01884 2.48279 0.031 -0.026 -0.009
Cl 0.07005 -10.32764 0.83058 -0.020 0.008 0.005
C 0.62034 -9.00180 -0.20257 -0.042 0.044 0.004
Cl 2.12399 -9.39517 -1.04548 0.006 0.028 -0.013
H -0.14520 -8.80308 -0.94269 0.004 -0.057 -0.020
H 0.79125 -8.12983 0.41589 0.043 -0.038 0.046
Cl -6.95353 -3.50825 7.69787 -0.077 -0.013 0.177
C -8.11861 -2.38380 6.98721 0.010 0.020 -0.120
Cl -8.98747 -1.45861 8.21439 -0.002 0.006 -0.009
H -7.57745 -1.69306 6.35156 0.022 0.006 0.029
H -8.83594 -2.95651 6.41248 -0.012 -0.023 0.037
```
Forces are in eV/Å.

Computed properties:
SMILES = C=CC[PH2](C(F)(F)C(F)F)P(O)(O)=S.ClCCl.ClCCl.ClCCl.ClCCl.ClCCl.ClCCl.ClCCl.ClCCl.ClCCl
highest occupied orbital energy = -8.4 eV
charge = 0
maximum force = 0.8 eV Å⁻¹
Kohn-Sham gap = 8.556 eV
LUMO = 0.18 eV

Below is a molecular structure, C14H28ClILuNOP2 in a non-equilibrium geometry, with properties calculated with the ωB97M-V functional and the def2-TZVPD basis.

The geometry in XYZ format:
```
49
Properties=species:S:1:pos:R:3:forces:R:3
C 5.22012 -3.37432 -0.04980 -0.312 1.485 -0.281
C 3.75851 -3.38962 0.12383 -3.733 -5.147 1.432
H 5.65008 -4.38266 0.07245 -0.643 0.041 0.072
H 5.63727 -2.67050 0.68390 -0.018 -0.089 -0.040
H 5.43540 -2.96932 -1.04957 -0.004 -0.079 0.103
O 2.73197 -3.90506 0.34409 4.954 3.814 -1.320
I 3.24269 1.52215 -0.67756 0.692 -0.419 -0.005
Lu 0.80950 0.40073 -0.16508 -2.037 1.521 0.008
P 0.27150 -0.59081 -2.75405 -0.511 0.139 -1.376
C -1.25976 -1.43875 -3.29243 -0.146 -0.215 0.355
C 0.07478 0.97353 -3.71180 0.344 0.073 0.227
H 0.22530 0.76744 -4.78315 -0.072 0.075 0.377
H 1.32476 -1.33350 -4.81938 0.062 -0.086 0.383
H 0.80270 1.71558 -3.36202 -0.161 -0.068 -0.229
H 2.49910 -1.23164 -3.46136 -0.115 -0.068 -0.230
H -2.13806 -0.83231 -3.04325 0.191 -0.286 -0.118
H -0.93064 1.37692 -3.54790 0.221 -0.058 0.024
C 1.48437 -1.53066 -3.74850 0.348 -0.053 0.246
H -1.23521 -1.59510 -4.38093 0.036 0.076 0.336
H 1.35548 -2.60505 -3.55688 0.060 0.247 -0.074
H -1.33824 -2.41121 -2.79151 -0.123 0.108 -0.194
P 0.88898 0.30562 2.64083 -0.112 0.588 1.287
C -0.39091 -0.31291 3.78937 -0.263 -0.348 -0.182
C 2.39203 -0.23391 3.52481 0.303 -0.140 -0.268
H 1.33331 2.68704 2.34083 -0.059 0.032 0.236
H 1.15973 2.25580 4.08096 -0.134 -0.065 -0.326
H -0.28082 2.40632 3.01654 0.246 -0.092 -0.068
C 0.76883 2.09069 3.06535 0.224 0.120 -0.279
H 3.27010 -0.02170 2.90509 -0.034 0.028 0.232
H 2.48014 0.28869 4.48679 -0.030 -0.160 -0.276
H -0.06336 -0.15870 4.82654 -0.041 -0.006 -0.297
H -0.56694 -1.38045 3.62843 -0.065 0.071 0.161
H 2.34013 -1.31474 3.70777 0.023 0.199 -0.004
H -1.32826 0.23353 3.63707 0.244 -0.189 0.073
Cl -0.42326 2.52266 -0.35389 0.917 -0.649 0.023
N -1.60701 -0.39478 0.31006 0.522 -0.772 -0.412
C -2.65960 0.59637 0.24237 -0.546 0.686 0.047
C -3.10767 1.02871 -1.00814 0.079 0.267 0.630
C -3.98870 2.10761 -1.09740 0.139 -0.182 0.399
C -4.40477 2.76731 0.06254 -0.427 -0.016 0.367
C -3.93415 2.35416 1.32123 0.136 -0.392 -0.542
C -3.08990 1.23328 1.40937 0.110 0.283 -0.240
H -1.75789 -1.11527 -0.40878 -0.180 0.263 0.440
H -1.60274 -0.87268 1.21107 -0.270 0.075 -0.145
H -2.66144 0.59898 -1.89571 -0.244 0.016 -0.026
H -4.31507 2.45722 -2.07169 -0.030 -0.087 0.141
H -5.16601 3.56903 0.00463 0.798 -0.433 -0.012
H -4.20502 2.91438 2.21875 -0.035 -0.331 -0.282
H -2.70135 0.89190 2.37611 -0.304 0.223 -0.375
```
Forces are in eV/Å.

Computed properties:
highest occupied orbital energy = -13.5 eV
charge = +2
maximum force = 6.5 eV Å⁻¹
Kohn-Sham gap = 3.874 eV
LUMO = -9.58 eV

Below is a molecular structure, C14H28I2NO7PSSnTe in a non-equilibrium geometry, with properties calculated with the ωB97M-V functional and the def2-TZVPD basis.

The geometry in XYZ format:
```
56
Properties=species:S:1:pos:R:3:forces:R:3
Sn 11.59393 11.31888 9.67516 -0.675 -0.066 0.715
C 13.05452 14.86640 11.79458 0.950 -0.347 -1.786
C 12.06713 15.20739 10.68541 -0.115 0.615 -0.537
O 10.79340 14.81563 11.17057 -0.167 0.169 0.167
C 9.66348 14.97625 10.33539 0.115 -2.861 -1.209
C 8.51551 14.08000 10.91631 0.153 0.571 0.840
O 8.86083 12.70251 10.84700 0.303 -0.924 1.365
C 8.71689 11.86695 12.02519 0.392 -0.781 -0.255
C 9.98499 11.80094 12.87830 0.633 1.142 0.501
O 11.10341 11.19146 12.17227 0.311 0.667 0.764
C 12.36929 11.33388 12.90266 -0.812 0.689 0.478
C 12.91135 12.78203 13.06488 -0.862 0.343 0.734
O 13.17996 13.44384 11.84423 -0.213 -0.537 0.544
H 12.72680 15.42612 12.67702 0.050 -0.736 0.358
H 14.07785 15.20964 11.50756 -0.771 0.193 0.231
H 12.24261 14.72162 9.68944 0.235 0.123 0.864
H 12.17825 16.31144 10.51714 -0.488 -0.567 0.078
H 9.90506 14.67660 9.23658 -0.340 0.340 1.687
H 9.29910 15.95757 10.34064 -0.387 1.788 -0.075
H 7.57920 14.12256 10.33439 0.382 0.738 0.087
H 8.29953 14.49001 11.98266 0.396 -1.004 -1.478
H 8.44563 10.83153 11.72481 0.246 0.720 -0.462
H 7.90377 12.15822 12.69778 -0.008 0.499 -0.196
H 9.85862 11.22944 13.84065 -0.243 0.403 -0.918
H 10.22266 12.87868 13.15934 0.041 -1.236 -0.358
H 13.11808 10.78455 12.34008 -0.156 -0.335 -0.055
H 12.23539 10.88043 13.93862 0.251 0.525 -1.204
H 13.80749 12.64020 13.68496 0.196 0.152 -0.200
H 12.24886 13.45719 13.64987 0.092 -0.689 -0.120
I 12.83872 11.46195 6.86078 -0.532 1.101 -1.336
C 11.34769 12.94409 6.08663 0.450 -0.196 -0.376
I 11.77386 15.01594 5.71508 0.298 -0.587 0.423
H 10.47149 12.89327 6.69953 -0.157 -0.114 0.724
H 11.03851 12.58667 5.11665 0.305 -0.420 -0.119
S 13.52359 7.08104 9.17491 -0.017 -0.002 -0.607
C 13.12945 8.58160 9.55150 0.209 0.628 1.887
N 12.93217 9.61443 10.12972 -0.343 -0.207 -1.373
C 5.05215 9.74025 9.46090 0.754 1.296 1.589
C 6.27122 8.97575 9.01756 1.144 -0.453 2.586
O 7.54667 9.69566 9.35861 -0.525 -0.584 -0.435
P 8.83526 9.37343 8.42074 0.909 0.628 1.167
O 10.06353 9.97160 9.22240 -1.303 -0.809 -0.849
Te 8.45840 10.55889 6.28138 0.303 -1.032 0.977
O 8.90031 7.76892 8.63070 -0.052 0.369 -0.466
C 9.90363 6.69308 8.30780 0.025 2.488 -0.649
C 9.49164 5.49577 9.08919 0.997 -0.099 -1.142
H 4.12772 9.46625 8.96108 0.071 -0.449 0.101
H 5.25310 10.77259 9.17871 -0.146 0.221 -0.161
H 4.94636 9.79060 10.57869 -0.134 -0.393 -1.005
H 6.22526 8.94649 7.98843 0.106 -0.637 -2.385
H 6.39422 7.97863 9.51269 -0.339 0.734 -0.761
H 10.87965 7.11505 8.62511 -0.512 -0.529 -0.425
H 9.84398 6.58200 7.20290 0.235 -0.156 0.756
H 9.63302 5.67913 10.11760 0.166 0.047 1.265
H 10.09077 4.64011 8.75882 -0.112 0.070 0.191
H 8.47346 5.32204 8.88394 -1.311 -0.503 -0.138
```
Forces are in eV/Å.

Computed properties:
highest occupied orbital energy = -7.2 eV
charge = 0
maximum force = 3.1 eV Å⁻¹
Kohn-Sham gap = 6.538 eV
LUMO = -0.68 eV